Entry 1:
Here is a cluster of 5 separate species, C43H62BrClN9O6 in total in a non-equilibrium geometry from OMol25. Energies are from the ωB97M-V functional and the def2-TZVPD basis.

- HOMO level (eV) = -10.6
- E_LUMO (eV) = -3.16
- E_tot (Ha) = -5653.4020
- charge = +1
- Kohn-Sham gap (eV) = 7.482
- spin multiplicity = 1
- max |F| (eV/Å) = 8.4

XYZ file:
```
122
Properties=species:S:1:pos:R:3:mulliken_charge:R:1
C -2.36627 -3.60683 -0.59430 -0.65
C -3.11236 -3.97928 -2.00780 -0.51
C -3.18519 -2.56279 -2.83051 -0.43
C -1.84569 -2.43779 -3.71664 -0.21
C -1.98348 -1.07776 -4.60926 -0.33
C -2.15824 0.26282 -3.73230 -0.82
C -0.75991 0.80094 -3.07158 -0.09
C -0.49144 0.18525 -1.61216 -0.48
C 0.70851 0.94274 -0.78060 0.20
C 2.07786 0.42485 -1.42032 -0.74
N 3.40899 0.87804 -0.82170 1.37
C 3.28184 2.31013 -0.40089 -0.83
C 2.81603 3.50910 -1.29074 -1.11
C 2.05457 3.47664 -2.67446 -0.02
N 2.94094 3.37429 -3.91638 -0.50
C 3.46137 0.10081 0.50781 -0.43
N 4.36840 0.69636 1.54481 -0.32
C 3.64793 -1.48750 0.39408 -1.07
Br 1.92379 -2.51865 0.69809 0.02
C 4.42678 -2.05652 -0.89767 0.01
O 3.60651 -2.55937 -1.97314 -0.50
C 5.20612 -3.39568 -0.36583 -1.05
O 5.88220 -4.14443 -1.41365 -0.07
O 7.00917 -4.66890 -0.84996 -0.42
C 5.37752 -0.84968 -1.37814 0.88
Cl 6.68149 -0.69600 -0.01971 -0.12
N 6.22510 -1.38529 -2.49965 -0.53
C 7.48839 -1.51297 -2.17800 0.42
O 8.71444 -1.24378 -2.34736 -0.46
C 4.60216 0.54266 -1.72638 1.25
C 5.87088 1.60282 -1.56968 -1.95
O 5.66696 2.79969 -2.41003 -0.20
C 6.92628 3.49360 -2.62417 -0.77
N 4.38057 0.81216 -3.16807 -0.68
C 4.00146 -0.12026 -3.95383 0.86
O 3.57443 -1.12400 -4.59041 -0.54
H -3.00374 -2.81543 -0.02955 0.23
H -2.21808 -4.57396 0.00643 0.37
H -1.35907 -3.06754 -0.82871 -0.06
H -4.19981 -4.31648 -1.83552 0.29
H -2.50122 -4.75754 -2.61383 0.30
H -4.09204 -2.51851 -3.54106 0.35
H -3.30779 -1.74410 -2.03178 0.09
H -1.71190 -3.33068 -4.45402 0.42
H -0.86744 -2.39792 -3.10391 -0.05
H -2.89892 -1.16993 -5.32235 -0.10
H -1.07297 -0.91991 -5.31196 0.33
H -2.49231 1.11907 -4.44989 0.36
H -2.96186 0.20199 -2.91278 0.33
H -0.82262 1.94656 -3.05353 0.22
H 0.08286 0.45364 -3.80084 0.08
H -0.36156 -0.96865 -1.59501 -0.39
H -1.44943 0.38937 -0.98461 0.45
H 0.50768 0.65774 0.31334 0.20
H 0.49101 2.06460 -0.87579 0.19
H 1.93710 0.77604 -2.52441 0.00
H 1.96248 -0.70995 -1.52684 0.57
H 2.57628 2.28504 0.53777 0.90
H 4.21697 2.75333 0.14718 0.30
H 2.15746 4.20519 -0.61372 0.37
H 3.72530 4.21740 -1.50339 0.42
H 1.57522 4.53834 -2.80427 0.44
H 1.16678 2.76552 -2.80107 -0.58
H 3.20830 4.35463 -4.15939 0.29
H 2.28901 3.04086 -4.64649 0.23
H 2.44822 0.18175 1.08427 0.39
H 4.93782 0.01222 2.04634 0.33
H 3.84279 1.31216 2.19396 0.29
H 4.27031 -1.85815 1.30812 0.54
H 3.40282 -3.51753 -1.87487 0.61
H 5.81387 -3.23633 0.59211 0.44
H 4.32607 -4.09269 -0.02943 0.43
H 7.58900 -3.93324 -0.51107 0.33
H 6.06898 1.93994 -0.50306 0.18
H 6.81542 1.13655 -2.07326 0.83
H 7.07803 3.57512 -3.77544 0.26
H 7.83035 3.03322 -2.08776 0.33
H 6.85310 4.59312 -2.24814 0.25
N -2.31966 -3.06282 3.44717 -0.53
C -1.48284 -2.01567 3.35134 -0.14
C -1.81703 -0.72437 3.72680 -0.44
C -3.09126 -0.49568 4.22786 -0.24
C -3.97721 -1.55817 4.33618 -0.50
C -3.54618 -2.81342 3.93710 -0.27
H -0.50003 -2.24513 2.95088 0.41
H -1.10022 0.08234 3.62986 0.36
H -3.39123 0.50211 4.53153 0.55
H -4.97890 -1.41469 4.72229 0.41
H -4.20055 -3.67676 4.00571 0.38
N -3.79165 2.28488 6.88134 -0.57
C -3.70521 3.62873 6.89972 -0.24
C -2.63956 4.32488 7.44679 -0.52
C -1.60143 3.59825 8.01312 -0.09
C -1.66464 2.21193 8.01001 -0.64
C -2.77106 1.60747 7.43498 -0.12
H -4.54236 4.15207 6.44839 0.51
H -2.62143 5.40777 7.43124 0.41
H -0.75049 4.10789 8.45268 0.37
H -0.87208 1.61453 8.44375 0.40
H -2.86456 0.52621 7.40479 0.49
N -2.33158 -2.02539 -7.65809 -0.39
C -3.61146 -2.38830 -7.85256 -0.10
C -3.99345 -3.56972 -8.46732 -0.52
C -2.99907 -4.42910 -8.91298 -0.15
C -1.66881 -4.07939 -8.72728 -0.50
C -1.38935 -2.87715 -8.09786 -0.15
H -4.35217 -1.68229 -7.48992 0.37
H -5.04136 -3.81192 -8.59503 0.36
H -3.25827 -5.36300 -9.40035 0.36
H -0.86774 -4.72634 -9.06325 0.37
H -0.36478 -2.56132 -7.92644 0.37
N -7.20437 1.70865 8.91123 -0.51
C -6.36901 2.75782 8.81526 0.00
C -6.70674 4.04875 9.18977 -0.30
C -7.98167 4.27533 9.68956 -0.38
C -8.86544 3.21060 9.79781 -0.36
C -8.43162 1.95614 9.39994 -0.23
H -5.38641 2.53122 8.41604 0.32
H -5.99156 4.85675 9.09285 0.38
H -8.28379 5.27248 9.99220 0.36
H -9.86781 3.35202 10.18301 0.36
H -9.08452 1.09154 9.46869 0.37
```

Entry 2:
Here is a cluster of 12 separate species, C43H62O36 in total in a non-equilibrium geometry from OMol25. Energies are from the ωB97M-V functional and the def2-TZVPD basis.

- HOMO level (eV) = -10.8
- E_LUMO (eV) = -0.06
- E_tot (Ha) = -4384.5363
- energy above the lowest of the compared OMol25 structures with the same formula, charge and spin (eV) = 0.000
- Kohn-Sham gap (eV) = 10.770
- spin multiplicity = 1
- max |F| (eV/Å) = 2.2

XYZ file:
```
141
Properties=species:S:1:pos:R:3:mulliken_charge:R:1
C -5.88774 -2.42890 -0.17750 -0.43
C -6.17414 -2.65572 -1.66740 -0.36
O -5.43507 -1.62080 -2.30928 -0.35
C -4.71701 -0.92456 -1.40264 0.50
O -4.08824 0.05519 -1.64766 -0.44
O -4.78841 -1.52420 -0.20125 -0.05
H -5.63260 -3.29701 0.41827 0.31
H -6.73589 -1.90134 0.26630 0.34
H -7.22093 -2.64968 -1.95442 0.31
H -5.76390 -3.61452 -2.00027 0.21
C -0.49845 1.13783 6.08563 0.02
C 1.01695 1.14446 6.11064 -0.44
O 1.31624 1.40771 4.73533 -0.32
C 0.25869 2.03682 4.16553 0.50
O 0.26291 2.52195 3.08126 -0.38
O -0.78353 2.05278 5.02671 -0.20
H -1.03503 1.42841 6.98450 0.36
H -0.89022 0.15046 5.81782 -0.24
H 1.42381 0.17141 6.38484 0.34
H 1.49173 1.88591 6.75281 0.30
C 4.84275 1.86416 1.19326 0.37
C 5.99723 2.46045 0.37187 -0.16
O 6.48525 3.49283 1.22981 -0.39
C 6.18998 3.15280 2.50412 0.56
O 6.66220 3.65154 3.47054 -0.55
O 5.23827 2.19395 2.53740 -0.43
H 4.77856 0.79120 1.02670 0.47
H 3.87203 2.33095 1.04035 -0.32
H 5.65058 2.89472 -0.55653 0.14
H 6.76729 1.69837 0.24789 0.41
C -3.11445 3.60318 2.19345 0.66
C -3.45754 2.52402 3.24904 0.36
O -3.33061 3.22065 4.47871 -0.40
C -2.89791 4.47886 4.28268 0.65
O -2.63091 5.23903 5.15485 -0.56
O -2.81029 4.75691 2.96271 -0.38
H -3.95543 3.79442 1.53063 0.30
H -2.23117 3.28743 1.64465 -0.52
H -2.72744 1.71731 3.23266 -0.37
H -4.45341 2.11019 3.11535 0.36
C 4.05028 7.30363 0.46994 -0.37
C 4.73012 6.14689 1.21407 -0.46
O 4.02846 5.00791 0.72946 0.02
C 2.86637 5.37495 0.16635 0.19
O 2.01824 4.64564 -0.21932 -0.32
O 2.79626 6.73053 0.07501 -0.36
H 4.63041 7.64573 -0.38343 0.26
H 3.85326 8.12092 1.15952 0.31
H 4.66941 6.19588 2.30003 0.32
H 5.77514 6.05109 0.92774 0.31
C -1.57772 0.92101 0.24596 -0.44
C -0.36223 0.74400 -0.61533 2.21
C 0.70349 1.79520 -0.20756 1.67
O 1.59025 1.05784 0.59449 -0.06
C 1.41813 -0.25149 0.45427 0.57
O 2.08087 -1.10403 0.96481 -0.63
O 0.31274 -0.50052 -0.28461 -0.25
H -2.06796 1.86332 -0.01936 0.51
H -1.29874 0.97693 1.30098 -0.08
H -2.38581 0.19457 0.14627 -0.63
H -0.53028 0.68006 -1.68863 -0.97
H 0.22046 2.61034 0.33779 0.20
H 1.11705 2.38842 -1.02662 -2.28
C -2.23811 -3.36080 -0.54349 0.31
C -2.12653 -4.81580 -0.92928 0.33
C -1.15115 -5.67058 -0.10584 0.41
O -1.91203 -6.89110 0.06951 -0.44
C -3.22803 -6.59441 -0.04116 0.51
O -4.10246 -7.24218 0.42559 -0.54
O -3.39277 -5.46734 -0.77452 -0.32
H -2.83426 -2.82290 -1.27185 -0.74
H -1.25080 -2.89411 -0.49680 0.36
H -2.64675 -3.24281 0.46152 -0.06
H -1.79831 -4.86410 -1.97232 0.22
H -0.99968 -5.27308 0.89834 -0.41
H -0.22277 -5.88793 -0.61990 0.36
C -0.90798 -3.89962 5.07630 -1.60
C -1.10423 -2.58516 4.36430 1.01
C -1.22698 -2.61780 2.82149 0.54
O -2.36625 -1.77868 2.58004 -0.07
C -2.96687 -1.42304 3.73285 0.39
O -3.98285 -0.81574 3.76988 -0.55
O -2.32736 -1.95490 4.79529 -0.47
H -0.07997 -4.43771 4.61251 0.28
H -1.79977 -4.52335 5.05225 0.38
H -0.64031 -3.70909 6.11558 0.41
H -0.28613 -1.89474 4.59212 0.06
H -1.39098 -3.60520 2.39762 -0.32
H -0.36768 -2.10929 2.39860 0.00
C -1.78571 2.43172 -3.90685 -0.65
C -1.06940 3.72471 -4.17437 0.37
C -1.32071 4.82190 -3.11578 -0.44
O -0.04383 5.41267 -2.90193 -0.37
C 0.90906 4.63950 -3.46394 0.68
O 2.07264 4.87910 -3.44910 -0.55
O 0.35736 3.56088 -4.04147 -0.25
H -1.67417 2.09991 -2.87514 -0.36
H -1.51370 1.66250 -4.62526 0.24
H -2.85537 2.63338 -4.03902 0.50
H -1.28435 4.12652 -5.16635 0.33
H -1.71244 4.38280 -2.19324 0.18
H -2.02648 5.59044 -3.42311 0.36
C -2.46796 -1.54015 -4.10007 -0.77
C -2.03931 -1.59918 -5.52654 0.61
C -2.49444 -2.85178 -6.27959 -0.40
O -2.85838 -2.36707 -7.56788 -0.36
C -2.98931 -1.01351 -7.51892 0.55
O -3.32380 -0.35796 -8.44855 -0.56
O -2.66976 -0.54256 -6.29993 -0.31
H -1.97540 -0.74970 -3.53265 -0.25
H -2.31106 -2.47420 -3.55965 0.15
H -3.52523 -1.26918 -4.05315 0.42
H -0.97550 -1.43895 -5.69429 0.30
H -3.38781 -3.26160 -5.79373 0.29
H -1.73439 -3.62633 -6.32483 0.35
C 3.76379 2.20538 -2.28710 -1.07
C 3.15973 1.81348 -3.61246 0.23
C 3.79810 0.62160 -4.37110 -0.49
O 2.71305 -0.26144 -4.62951 -0.43
C 1.57601 0.22612 -4.09417 0.21
O 0.49573 -0.24733 -4.25230 -0.43
O 1.82939 1.31270 -3.35624 0.14
H 4.38010 3.09903 -2.34805 0.39
H 4.19895 1.36990 -1.73389 0.49
H 2.93610 2.50479 -1.63724 -0.02
H 3.05113 2.68208 -4.25809 0.34
H 4.52159 0.12279 -3.72348 0.33
H 4.29014 0.93651 -5.28707 0.33
C 1.65241 -4.81737 2.04351 -0.81
C 3.14969 -4.84582 1.85585 0.40
C 3.96170 -5.77394 2.75349 -0.47
O 4.93607 -6.31882 1.85858 -0.35
C 4.49579 -6.19657 0.58750 0.56
O 5.01288 -6.68362 -0.35977 -0.53
O 3.37561 -5.43502 0.55702 -0.33
H 1.19956 -4.45217 1.12659 0.00
H 1.33024 -4.10784 2.80932 0.11
H 1.23474 -5.78456 2.33422 0.51
H 3.53187 -3.82563 1.91634 0.27
H 3.33324 -6.56681 3.17350 0.29
H 4.49051 -5.30787 3.58006 0.32
```

Entry 3:
Here is a structure of composition C43H64F6N14O10P2S in a non-equilibrium geometry from OMol25. Energies are from the ωB97M-V functional and the def2-TZVPD basis.

- HOMO level (eV) = -7.1
- E_LUMO (eV) = -0.02
- E_tot (Ha) = -4875.6670
- Kohn-Sham gap (eV) = 7.060
- spin multiplicity = 1
- max |F| (eV/Å) = 9.0

XYZ file:
```
140
Properties=species:S:1:pos:R:3:mulliken_charge:R:1
C 3.53969 3.57228 2.09262 -0.50
C 2.45253 4.30350 2.98774 0.65
O 2.76410 5.29912 3.59626 -0.56
O 1.16145 3.74152 3.03329 -0.33
C 0.36077 4.55034 2.11490 -0.85
C -0.45143 3.68711 1.08804 -0.22
C 0.42744 2.64073 0.27821 -0.24
C -0.43602 2.23647 -0.99731 -0.87
C -0.32867 0.67199 -1.34827 -0.74
C -1.62640 -0.14714 -1.00031 0.83
C -2.90747 0.41898 -1.74461 -0.68
O -3.96798 0.34284 -1.16499 -0.38
C -3.01302 1.19827 -3.12395 0.63
F -4.35650 1.18265 -3.52078 -0.36
F -2.76470 2.56628 -2.94299 -0.35
C -2.21085 0.65084 -4.36445 0.37
F -3.11859 0.25799 -5.35817 -0.35
F -1.41582 -0.44685 -4.14671 -0.11
C -1.29454 1.73731 -5.11465 0.88
F -0.60561 0.99147 -6.08896 -0.32
F -0.33163 2.28521 -4.31289 -0.21
C -2.13888 2.79986 -5.92955 0.09
O -2.44217 3.88779 -5.50819 -0.47
O -2.56639 2.44460 -7.19561 -0.47
N -1.86759 0.27779 0.42034 1.14
C -2.45435 -0.66050 1.36094 -1.55
O -2.79316 -0.38781 2.50000 -0.38
C -2.42390 -2.03769 0.55907 0.34
N -2.00648 -3.05436 1.52140 -0.59
P -4.25788 -2.46964 0.35703 1.11
N -5.23755 -1.54467 1.19950 -0.79
O -4.47045 -4.02595 0.94759 -0.57
O -4.82366 -2.48306 -1.21313 -0.40
C -1.49454 -1.73005 -0.72379 1.64
C -1.85262 -2.74878 -1.89236 -0.28
C -0.69504 -3.59604 -2.53843 -0.66
C 0.31417 -2.81094 -3.46913 -0.39
O 1.43623 -3.63542 -3.90367 -0.48
C 2.27179 -3.94230 -2.83240 0.49
C 2.19722 -5.42388 -2.28021 -0.68
O 3.07205 -3.19445 -2.32175 -0.51
P 0.22372 -2.24088 -0.02497 0.16
S 0.87934 -1.22119 1.49456 -0.35
H 4.40412 3.26434 2.76233 0.10
H 3.01849 2.68858 1.64475 0.12
H 3.87045 4.22747 1.23528 0.26
H -0.38870 5.10635 2.75148 0.30
H 1.01551 5.33619 1.64794 0.41
H -1.03849 4.37869 0.42544 0.26
H -1.19488 3.07804 1.67370 0.08
H 0.69516 1.76154 0.91968 0.06
H 1.33873 3.20622 -0.08652 0.49
H -1.49394 2.55483 -0.78755 -0.07
H -0.03983 2.84826 -1.85800 0.80
H -0.05356 0.66093 -2.44943 -0.25
H 0.60262 0.33971 -0.82078 0.56
H -3.48848 2.74781 -7.31008 0.38
H -2.33338 1.17727 0.56274 -0.05
H -1.72281 -3.94403 1.11939 0.26
H -1.41137 -2.71100 2.26981 0.31
H -5.92258 -1.12123 0.54590 0.30
H -4.88137 -3.97182 1.82682 0.32
H -5.80058 -2.50031 -1.20181 0.11
H -2.59602 -3.53418 -1.55752 0.32
H -2.42205 -2.16329 -2.67647 0.27
H -0.19630 -4.32023 -1.82852 -0.07
H -1.22993 -4.29595 -3.25670 0.45
H 0.64072 -1.81174 -3.07849 0.30
H -0.24882 -2.59747 -4.42544 0.24
H 1.71407 -6.05900 -3.08402 0.38
H 1.57068 -5.49519 -1.35254 -0.09
H 3.22443 -5.84996 -2.14043 0.49
H 1.23956 -2.10754 -1.03160 0.00
H 0.23500 -3.63690 0.31010 0.16
C -4.80657 5.09912 -0.10481 -0.78
C -4.06209 4.03425 0.60696 0.43
N -3.48262 3.20443 1.15862 -0.32
H -5.76164 5.27730 0.38871 0.35
H -4.22683 6.02229 -0.10090 -0.02
H -4.98958 4.79657 -1.13611 0.29
C 6.17037 -4.20631 0.07318 -0.93
C 5.18678 -5.30833 -0.04417 0.51
N 4.41895 -6.16326 -0.13436 -0.46
H 5.67104 -3.29840 0.41106 0.31
H 6.94519 -4.47559 0.79131 0.34
H 6.63298 -4.01782 -0.89517 0.25
C 6.52561 3.56394 5.46511 -0.76
C 5.62928 2.43905 5.10852 0.38
N 4.93315 1.55150 4.83651 -0.41
H 6.07206 4.16187 6.25499 0.27
H 7.48279 3.17665 5.81522 0.29
H 6.69308 4.19475 4.59217 0.29
C 9.26158 -6.53011 -1.63950 -0.74
C 9.74185 -5.66184 -0.53717 0.34
N 10.11248 -4.98645 0.31963 -0.40
H 10.10722 -6.87620 -2.23304 0.31
H 8.73705 -7.39283 -1.22954 0.26
H 8.58090 -5.97140 -2.28146 0.25
C 7.29840 -1.45868 6.43538 -0.68
C 8.07672 -0.30831 6.95226 0.34
N 8.67760 0.59056 7.35094 -0.40
H 7.94158 -2.09967 5.83283 0.25
H 6.89663 -2.03703 7.26691 0.25
H 6.47369 -1.09943 5.81907 0.23
C 0.80467 -8.08260 0.27019 -0.41
C -0.41017 -7.23583 0.33132 0.47
N -1.35153 -6.57005 0.37890 -0.45
H 0.53440 -9.10399 0.00023 0.33
H 1.49090 -7.68644 -0.47876 0.14
H 1.30530 -8.08780 1.24336 0.11
C -6.59659 1.66820 3.28892 -1.20
C -5.29202 1.04925 2.95330 0.49
N -4.27597 0.56119 2.69122 -0.20
H -6.45421 2.45304 4.03190 0.34
H -7.04074 2.10153 2.39280 0.25
H -7.27191 0.91332 3.69202 0.32
C -2.86513 9.39657 -1.45617 -0.65
C -2.99087 8.69165 -0.15563 0.34
N -3.08667 8.14480 0.85522 -0.46
H -2.14637 10.20592 -1.36941 0.15
H -2.52646 8.70118 -2.22335 0.29
H -3.82934 9.80790 -1.74998 0.31
C 4.76195 -7.17414 4.06114 -0.84
C 3.50908 -7.46312 3.32579 0.33
N 2.54755 -7.66944 2.72905 -0.45
H 4.86919 -6.09865 4.19989 0.24
H 4.73884 -7.65893 5.03672 0.33
H 5.61611 -7.54795 3.49717 0.25
C -0.79570 13.55228 -2.75381 -0.81
C -1.65130 12.38727 -3.08299 0.42
N -2.31635 11.48160 -3.33896 -0.42
H -1.26602 14.14743 -1.97157 0.27
H 0.17773 13.20942 -2.40419 0.27
H -0.65831 14.17216 -3.63924 0.30
C -8.96980 -3.67973 -1.29629 -0.92
C -8.23235 -2.50075 -0.78339 0.45
N -7.65779 -1.58360 -0.38455 -0.48
H -8.30720 -4.29403 -1.90569 0.29
H -9.34085 -4.27506 -0.46257 0.28
H -9.81273 -3.35291 -1.90449 0.32
```